# 1
{"formula": "C39H75Br3F16O14P4Tl", "method": "the ωB97M-V functional and the def2-TZVPD basis", "elements": ["C", "C", "C", "C", "P", "C", "C", "C", "C", "C", "C", "C", "C", "C", "C", "C", "C", "H", "H", "H", "H", "H", "H", "H", "H", "H", "H", "H", "H", "H", "H", "H", "H", "H", "H", "H", "H", "H", "H", "H", "H", "H", "H", "H", "H", "H", "H", "H", "H", "H", "H", "H", "H", "Tl", "P", "O", "O", "O", "O", "C", "C", "O", "P", "O", "O", "C", "C", "O", "C", "C", "H", "H", "H", "H", "H", "H", "H", "H", "H", "H", "H", "H", "H", "H", "H", "C", "C", "O", "P", "O", "O", "C", "C", "O", "C", "C", "H", "H", "H", "H", "H", "H", "H", "H", "H", "H", "H", "H", "H", "H", "H", "C", "C", "C", "F", "F", "F", "F", "O", "C", "C", "F", "F", "F", "F", "H", "H", "H", "H", "C", "C", "C", "F", "F", "F", "F", "O", "C", "C", "F", "F", "F", "F", "H", "H", "H", "H", "C", "Br", "Br", "Br", "H"], "coordinates": [[-3.217, 5.106, 2.108], [-2.708, 3.653, 1.922], [-2.170, 2.989, 3.230], [-1.447, 1.668, 2.919], [-2.587, 0.195, 2.652], [-4.158, 0.606, 1.729], [-5.149, -0.506, 1.354], [-6.186, 0.083, 0.345], [-7.372, 0.692, 1.034], [-3.289, -0.168, 4.356], [-2.364, -0.729, 5.470], [-3.076, -0.697, 6.852], [-3.375, 0.766, 7.369], [-1.763, -1.394, 2.260], [-2.596, -2.703, 2.448], [-1.686, -3.920, 2.449], [-1.027, -4.231, 1.097], [-3.646, 5.224, 3.103], [-4.017, 5.395, 1.427], [-2.455, 5.881, 2.196], [-1.977, 3.503, 1.127], [-3.559, 3.121, 1.495], [-3.010, 2.862, 3.913], [-1.535, 3.659, 3.809], [-0.825, 1.363, 3.761], [-0.784, 1.746, 2.058], [-3.876, 1.042, 0.770], [-4.671, 1.363, 2.323], [-5.692, -0.783, 2.257], [-4.614, -1.380, 0.983], [-6.473, -0.754, -0.291], [-5.792, 0.835, -0.339], [-7.114, 1.598, 1.583], [-7.822, -0.056, 1.686], [-8.127, 1.002, 0.312], [-4.097, -0.886, 4.216], [-3.872, 0.723, 4.588], [-1.555, -0.019, 5.644], [-1.833, -1.617, 5.129], [-2.512, -1.277, 7.583], [-3.968, -1.323, 6.820], [-3.829, 1.427, 6.631], [-2.491, 1.343, 7.639], [-4.044, 0.786, 8.230], [-0.814, -1.494, 2.787], [-1.475, -1.439, 1.210], [-3.436, -2.796, 1.761], [-3.191, -2.766, 3.359], [-2.365, -4.762, 2.577], [-0.945, -3.884, 3.248], [-0.653, -5.252, 1.011], [-0.240, -3.482, 1.003], [-1.705, -4.088, 0.256], [2.515, 0.396, -1.918], [-0.336, 0.658, -0.727], [0.012, 1.699, -1.870], [-0.004, -0.663, -1.449], [-1.741, 0.717, -0.053], [0.870, 0.791, 0.210], [6.345, 4.819, -4.427], [5.033, 4.444, -3.711], [4.006, 4.672, -4.577], [2.933, 3.499, -4.955], [2.874, 2.356, -4.058], [1.591, 4.443, -4.908], [0.362, 3.942, -4.455], [-0.608, 5.089, -4.193], [3.241, 3.241, -6.569], [2.872, 1.995, -7.185], [3.883, 1.720, -8.313], [6.377, 5.765, -4.968], [7.227, 4.842, -3.786], [6.483, 4.028, -5.164], [5.107, 3.380, -3.490], [4.974, 5.098, -2.841], [-0.107, 3.303, -5.203], [0.517, 3.371, -3.539], [-0.307, 5.847, -3.471], [-0.725, 5.727, -5.070], [-1.645, 4.790, -4.038], [2.807, 1.178, -6.465], [1.884, 1.998, -7.644], [3.615, 0.747, -8.724], [3.793, 2.501, -9.067], [4.920, 1.736, -7.978], [0.203, -4.753, -2.242], [1.221, -3.675, -1.779], [2.417, -4.350, -1.414], [3.567, -3.533, -0.660], [3.422, -2.062, -0.597], [3.646, -4.278, 0.798], [3.685, -5.693, 0.856], [2.368, -6.127, 1.587], [4.821, -4.146, -1.423], [5.098, -3.864, -2.771], [4.985, -5.200, -3.547], [-0.159, -5.391, -1.436], [-0.738, -4.287, -2.534], [0.601, -5.419, -3.007], [1.345, -2.847, -2.477], [0.768, -3.180, -0.920], [3.659, -6.167, -0.125], [4.545, -5.983, 1.460], [2.146, -5.489, 2.443], [1.471, -5.901, 1.010], [2.334, -7.187, 1.839], [4.495, -3.039, -3.151], [6.146, -3.565, -2.746], [5.546, -6.005, -3.072], [3.924, -5.448, -3.557], [5.434, -5.161, -4.539], [4.874, -1.799, 3.182], [6.187, -1.488, 4.019], [5.904, -1.332, 5.480], [5.187, -2.329, 6.041], [7.002, -1.100, 6.150], [7.045, -2.515, 3.830], [6.787, -0.358, 3.533], [3.862, -0.892, 3.584], [2.801, -0.859, 2.702], [1.630, 0.005, 3.206], [1.028, -0.190, 4.381], [1.900, 1.264, 3.265], [3.240, -0.379, 1.531], [2.320, -2.042, 2.581], [4.605, -2.851, 3.285], [5.169, -1.650, 2.143], [5.323, -0.411, 5.524], [0.788, -0.046, 2.515], [-3.334, 0.322, -2.452], [-3.758, -1.120, -2.792], [-2.934, -2.113, -1.970], [-3.288, -2.025, -0.634], [-3.021, -3.422, -2.347], [-5.049, -1.306, -2.562], [-3.544, -1.385, -4.101], [-4.159, 1.246, -3.191], [-3.634, 2.593, -3.285], [-3.291, 3.280, -1.897], [-2.902, 4.605, -2.055], [-4.240, 3.263, -0.994], [-2.551, 2.553, -4.096], [-4.563, 3.252, -3.969], [-2.276, 0.539, -2.599], [-3.535, 0.409, -1.384], [-1.870, -1.885, -1.907], [-2.425, 2.850, -1.394], [0.340, 5.023, -0.479], [2.032, 5.296, -1.598], [-0.774, 6.635, -0.761], [0.735, 4.664, 1.441], [-0.143, 4.091, -0.772]], "forces_ev_per_a": [[0.337, -0.146, 0.924], [-0.329, 0.431, 0.240], [-0.811, 0.126, -1.060], [-0.416, -0.788, 0.072], [-0.654, 0.010, 1.087], [0.777, -0.262, -0.528], [0.059, 0.754, 0.289], [0.631, -0.922, -0.069], [-0.603, 0.002, -0.015], [0.051, -0.343, -0.704], [-0.032, 2.159, 0.259], [-0.227, -0.106, -0.113], [0.146, -0.565, -0.395], [-0.568, -0.743, -0.992], [-0.216, 0.570, 0.887], [-0.988, -1.138, -1.257], [0.189, 1.036, 0.275], [-0.443, -0.472, 0.234], [0.362, -0.025, -0.286], [0.349, -0.120, -0.776], [0.333, 0.515, 0.057], [-0.066, -0.354, 0.485], [-0.236, -0.343, 0.058], [0.452, 0.060, -0.410], [-0.038, -0.120, 0.169], [-0.134, 0.042, -0.151], [0.469, 0.248, 0.311], [0.140, 0.124, 0.125], [-0.107, -0.357, 0.010], [-0.306, 0.251, -0.206], [-0.342, 0.052, -0.056], [0.590, -0.082, 0.041], [0.085, -0.104, 0.278], [-0.155, 0.228, 0.238], [-0.048, -0.067, -0.061], [-0.009, -0.315, -0.348], [0.443, 0.286, 0.519], [0.340, 0.202, -0.369], [-0.567, -0.433, 0.373], [0.540, 0.430, 0.106], [-0.562, 0.407, -0.242], [-0.303, -0.385, -0.307], [0.382, -0.473, 0.175], [0.064, -0.266, 0.018], [-0.120, 0.287, 0.473], [-0.008, 0.643, -0.137], [0.611, 0.015, -0.778], [0.461, 0.468, 0.662], [0.054, -0.179, 0.754], [-0.081, -0.019, 0.077], [0.223, 0.162, 0.282], [0.453, -0.343, -0.525], [-0.234, 0.087, 0.098], [-0.407, 0.067, 0.285], [-0.496, 0.415, 0.024], [-0.973, -0.324, 0.945], [-0.527, -0.702, -0.440], [2.117, 0.293, -0.911], [0.071, 0.405, 0.863], [0.246, -0.635, -0.386], [3.136, 0.396, 0.494], [-3.138, -1.039, -2.046], [-0.934, 3.520, -1.509], [0.356, -0.953, 0.008], [2.558, -0.632, -0.918], [-1.616, -0.101, 0.906], [-0.151, 1.065, -0.889], [-0.604, 0.142, 2.483], [0.592, -0.495, -0.669], [-0.539, 0.209, 0.620], [-0.623, 0.097, 0.152], [-0.164, -0.270, 0.308], [0.365, 0.092, -0.226], [-0.106, 0.129, 0.700], [-0.570, -0.365, 0.322], [0.163, -0.238, -0.100], [-0.073, -0.183, -0.059], [0.165, -0.607, 0.483], [0.336, -0.187, -0.608], [0.403, -0.388, 0.468], [0.464, 0.092, 0.263], [-0.204, 0.708, 0.106], [0.249, 0.034, -0.256], [-0.110, -0.137, -0.109], [-0.103, -0.218, 0.204], [0.110, 0.516, 0.275], [-2.346, -0.650, 0.329], [0.476, 0.757, -0.012], [0.060, -1.152, 0.811], [0.159, -1.315, -0.071], [0.439, 1.965, -1.961], [-2.045, -1.049, 1.132], [0.042, 0.561, -0.353], [-0.539, 0.346, 1.976], [1.397, -1.047, -0.867], [-0.204, 0.733, 0.181], [0.607, -0.036, 0.408], [0.239, 0.225, -0.599], [-0.059, 0.265, -0.209], [0.447, -0.380, -0.410], [0.226, 0.028, 0.233], [0.489, 0.165, -0.029], [0.106, -0.018, -0.311], [0.684, -0.237, 0.505], [0.257, -0.219, -0.744], [0.201, 0.083, 0.134], [-0.134, -0.164, -0.149], [-0.026, 0.340, -0.359], [-0.122, 0.200, 0.501], [0.106, -0.332, -0.368], [-0.432, 0.384, -0.196], [1.868, 0.282, 0.296], [-1.298, -1.194, -1.606], [-1.823, 2.222, -0.362], [0.335, -0.435, -0.345], [1.891, -0.379, 1.159], [0.225, -0.184, -0.244], [-0.386, -0.430, 0.536], [-0.203, 0.119, 0.123], [1.235, 2.309, 2.019], [-2.207, 0.302, -1.775], [0.240, -2.219, 2.131], [2.122, 3.426, -0.403], [-0.474, -0.012, -0.133], [-1.181, -3.090, -1.077], [-0.158, 0.089, 0.380], [-0.103, 0.136, -0.113], [-0.481, 0.008, 0.287], [0.442, -0.806, -0.955], [-0.853, 0.144, 0.329], [1.419, 0.639, -0.385], [1.702, -0.304, 1.354], [-0.700, -0.242, -0.536], [-0.794, 0.571, -0.110], [-1.291, -0.096, 0.306], [0.155, -0.162, -0.371], [0.888, 1.688, 0.431], [-0.870, -2.197, -0.067], [2.775, 0.462, -0.354], [-0.831, -0.669, -0.658], [-2.108, -0.209, 0.338], [0.224, 0.196, 0.784], [-0.341, 0.435, 0.367], [-0.012, -0.443, -0.282], [0.116, 0.209, 0.025], [0.108, 0.433, -0.760], [0.222, -0.809, -0.642], [0.954, 0.671, 0.156], [-1.381, -0.495, 1.168], [0.573, -1.109, 0.500], [0.007, 0.484, -1.123], [0.029, 0.374, -0.537]], "lowdin_spin": [0.000, 0.000, 0.000, 0.000, 0.000, 0.000, 0.000, 0.000, 0.000, 0.000, 0.000, 0.000, 0.000, 0.000, 0.000, 0.000, 0.000, 0.000, 0.000, 0.000, 0.000, 0.000, 0.000, 0.000, 0.000, 0.000, 0.000, 0.000, 0.000, 0.000, 0.000, 0.000, 0.000, 0.000, 0.000, 0.000, 0.000, 0.000, 0.000, 0.000, 0.000, 0.000, 0.000, 0.000, 0.000, -0.001, 0.000, 0.000, 0.000, 0.000, 0.000, 0.000, 0.000, -0.016, -0.037, 0.417, 0.353, -0.018, 0.315, 0.000, 0.000, 0.000, 0.000, -0.001, 0.000, -0.001, 0.000, 0.000, 0.000, 0.000, 0.000, 0.000, 0.000, 0.000, 0.000, 0.000, -0.001, 0.000, 0.000, 0.000, 0.000, 0.000, 0.000, 0.000, 0.000, 0.000, 0.000, 0.000, 0.000, -0.001, 0.000, 0.000, 0.000, 0.000, 0.000, 0.000, 0.000, 0.000, 0.000, 0.000, 0.000, 0.000, 0.000, 0.000, 0.000, 0.000, 0.000, 0.000, 0.000, 0.000, 0.000, 0.000, 0.000, 0.000, 0.000, 0.000, 0.000, 0.000, 0.000, 0.000, 0.000, 0.000, 0.000, 0.000, 0.000, 0.000, 0.000, 0.000, 0.000, -0.002, 0.000, -0.001, 0.000, 0.000, 0.000, 0.000, 0.000, 0.000, 0.000, 0.000, 0.000, 0.000, 0.000, -0.002, 0.000, -0.001, -0.001, 0.000, 0.000, 0.000, -0.001, 0.000], "lumo_ev": [-0.1, -1.9], "spin_multiplicity": 2, "homo_lumo_gap_ha": [0.33927, 0.25481]}

***

# 2
{"formula": "CH5FP", "method": "the ωB97M-V functional and the def2-TZVPD basis", "elements": ["C", "P", "F", "H", "H", "H", "H", "H"], "coordinates": [[-0.220, -0.117, -0.980], [0.239, 0.019, 0.907], [-0.814, 1.162, 1.770], [0.714, -0.351, -1.644], [-0.602, 0.972, -1.268], [-1.028, -0.950, -1.146], [1.568, 0.586, 0.935], [0.143, -1.321, 1.427]], "forces_ev_per_a": [[-0.575, 0.840, 0.023], [-2.369, 2.373, -0.953], [3.264, -3.781, -2.645], [-1.437, 0.408, 1.652], [0.623, -2.420, 0.527], [1.462, 1.813, 0.493], [-1.001, -0.382, 0.558], [0.033, 1.149, 0.344]], "lowdin_charge": [-0.228, 1.111, -0.272, 0.093, 0.099, 0.089, 0.055, 0.053], "lumo_ev": -6.2, "relative_energy_kcal_mol": 38.0, "charge": 1, "homo_lumo_gap_ha": 0.46097}

***

# 3
{"formula": "C6H30N2O7", "method": "the ωB97M-V functional and the def2-TZVPD basis", "elements": ["C", "C", "C", "C", "N", "C", "C", "N", "H", "H", "H", "H", "H", "H", "H", "H", "H", "H", "H", "H", "H", "H", "H", "H", "O", "H", "H", "O", "H", "H", "O", "H", "H", "O", "H", "H", "O", "H", "H", "O", "H", "H", "O", "H", "H"], "coordinates": [[-0.332, -3.351, 0.571], [-0.513, -2.661, -0.716], [-1.489, -1.485, -0.574], [-0.793, -0.555, 0.409], [0.284, 0.163, -0.418], [-0.033, 1.571, -0.627], [1.357, 2.310, -0.609], [1.853, 2.689, 0.726], [-0.631, -4.501, 0.504], [0.706, -3.411, 0.985], [-0.965, -2.791, 1.244], [-1.172, -3.426, -1.206], [0.453, -2.433, -1.153], [-2.554, -1.869, -0.253], [-1.672, -1.105, -1.588], [-0.362, -1.070, 1.261], [-1.524, 0.203, 0.764], [1.150, 0.012, 0.006], [-0.782, 2.054, 0.026], [-0.518, 1.620, -1.685], [2.092, 1.740, -1.262], [1.182, 3.258, -1.229], [2.390, 3.521, 0.681], [2.532, 1.987, 1.029], [0.733, -0.393, -3.499], [0.786, -0.424, -2.502], [1.283, -0.941, -4.034], [0.497, 1.801, 3.402], [0.464, 2.727, 3.348], [0.347, 1.414, 2.509], [2.543, 0.125, 1.597], [2.142, 0.227, 2.498], [3.426, -0.167, 1.493], [-1.950, -0.105, -3.575], [-1.981, 0.612, -2.918], [-1.027, -0.242, -3.722], [-1.339, 3.248, 1.727], [-1.586, 2.745, 2.435], [-0.460, 3.307, 1.567], [-1.922, 1.212, 4.361], [-1.124, 1.451, 3.897], [-1.909, 0.410, 4.797], [0.473, -3.019, -3.612], [0.508, -3.180, -2.744], [-0.564, -3.276, -3.908]], "forces_ev_per_a": [[0.798, -3.192, 1.929], [-2.328, -1.514, -1.110], [-0.747, -1.215, 0.403], [-0.552, 2.171, -2.007], [-3.036, -0.890, 0.950], [1.097, 0.242, -2.092], [-1.011, 1.572, -2.359], [-0.227, -1.275, -0.154], [0.328, 2.455, 0.379], [-0.729, 0.442, -0.295], [-0.123, -0.850, 0.945], [1.308, 0.700, -1.052], [-0.317, 0.263, -0.474], [2.099, 0.539, -0.113], [0.203, 0.593, 0.536], [0.074, 0.023, 0.000], [0.569, -0.300, 0.122], [1.451, 0.200, 0.941], [0.617, -0.586, 0.059], [1.011, 0.388, 1.475], [-0.738, 0.331, 0.960], [0.340, -0.998, 0.986], [0.267, 1.067, -0.288], [-0.639, 0.150, 0.089], [-0.935, 2.148, 1.306], [0.429, -0.539, -1.394], [0.614, -0.995, 0.444], [0.122, -2.975, -0.336], [0.200, 1.909, -0.517], [0.314, 1.004, 0.583], [-2.481, 0.554, 0.318], [1.564, -0.390, -0.941], [1.272, -0.612, 0.932], [-1.779, 0.658, 0.559], [-0.072, -0.359, -0.482], [1.574, -0.225, -0.251], [-3.951, 2.324, -2.429], [-0.677, -1.962, 2.818], [4.358, -0.017, -0.410], [-1.853, 2.911, -1.137], [0.945, -0.701, 0.485], [0.609, -2.444, 1.081], [-4.358, -0.692, -7.086], [-0.086, -1.076, 5.209], [4.475, 1.161, 1.418]], "lowdin_charge": [-0.148, -0.318, -0.191, -0.189, -0.062, -0.221, -0.247, 0.001, 0.118, 0.084, 0.050, 0.120, 0.094, 0.155, 0.080, 0.089, 0.115, 0.035, 0.082, 0.121, 0.121, 0.124, 0.057, 0.038, -0.085, 0.046, 0.027, -0.034, 0.032, 0.052, -0.046, 0.078, 0.043, -0.073, 0.026, -0.041, 0.032, -0.026, -0.052, -0.026, -0.046, -0.006, -0.079, -0.105, 0.178], "lumo_ev": 0.0, "relative_energy_kcal_mol": 110.5, "smiles": "CCCCNCCN.O.O.O.O.O.O.O", "homo_lumo_gap_ha": 0.33499}